The molecule C4H7NO2. Source: the OMol25 dataset; level of theory: ωB97M-V with the def2-TZVPD basis set.

As for the lowest unoccupied orbital energy: 0.73 eV. The calculation puts the relative energy (zero: lowest compared OMol25 entry of this formula, charge and spin) at 129.5 kJ/mol. Its total charge is 0. The value obtained for the HOMO energy is -9.9 eV. As for the SMILES: O=CCCNC=O. As for the HOMO-LUMO gap: 10.649 eV. The value obtained for the total energy is -361.83153 Eh.

Each line ends with the Löwdin charge.
CARTESIAN COORDINATES (ANGSTROEM)
1 O 0.29 2.28 2.55  0.013
2 C -0.17 1.40 1.84  -0.371
3 N 0.55 0.68 0.95  0.017
4 C 0.20 -0.55 0.27  -0.178
5 C -0.42 -0.27 -1.14  -0.151
6 C -0.61 -1.53 -1.89  -0.287
7 O 0.13 -1.93 -2.75  0.062
8 H -1.17 1.02 2.08  0.137
9 H 1.52 0.93 0.81  0.146
10 H -0.55 -1.09 0.84  0.124
11 H 1.14 -1.05 0.09  0.124
12 H 0.17 0.47 -1.69  0.122
13 H -1.34 0.27 -0.88  0.116
14 H -1.38 -2.23 -1.50  0.127

=====

The molecule C4H7NO2. Source: the OMol25 dataset; level of theory: ωB97M-V with the def2-TZVPD basis set.

As for the lowest unoccupied orbital energy: 0.84 eV. The calculation puts the relative energy (zero: lowest compared OMol25 entry of this formula, charge and spin) at 337.7 kJ/mol. Its total charge is 0. The value obtained for the HOMO energy is -10.0 eV. As for the SMILES: O=C[C@]1(CO)CN1. As for the HOMO-LUMO gap: 10.845 eV. The value obtained for the total energy is -361.75223 Eh.

Each line ends with the Löwdin charge.
CARTESIAN COORDINATES (ANGSTROEM)
1 O 2.18 -0.28 0.01  -0.058
2 C 1.20 0.50 -0.62  -0.208
3 C -0.17 0.36 0.04  -0.396
4 C -0.57 -0.97 0.59  -0.106
5 N -0.04 0.08 1.46  0.092
6 C -1.35 0.52 -0.87  -0.255
7 O -2.34 1.20 -0.83  0.074
8 H 2.03 -0.17 0.96  0.084
9 H 1.47 1.57 -0.62  0.131
10 H 1.13 0.17 -1.66  0.127
11 H -0.04 -1.78 0.10  0.126
12 H -1.64 -1.12 0.69  0.125
13 H -0.75 0.44 2.09  0.117
14 H -1.20 -0.33 -1.60  0.147